This record from the OMol25 dataset describes a cluster of 2 separate species, CH3Cl2PS in total in a non-equilibrium geometry. The level of theory is ωB97M-V/def2-TZVPD.

Frontier orbital gap (spin up / spin down) (eV): 7.17 / 7.74
Relative energy (zero: lowest compared OMol25 entry of this formula, charge and spin) (kcal per mole): 111.3
Total charge: 0
M (g mol⁻¹): 149.0
HOMO level (spin up / spin down) (eV): -8.740 / -8.913
DFT total energy (Eh): -1699.71111

Cartesian coordinates (Å):
C: -2.4704 -0.0959 0.6055
P: 0.7302 -0.5257 -0.2235
S: -0.2146 1.2936 0.0977
Cl: -2.0899 -1.5398 -0.2358
Cl: -3.6499 0.9431 -0.1688
H: -2.5774 -0.1835 1.6858
H: 1.6440 -0.3278 -1.3482
H: 1.5802 0.0650 0.6133

Atomic partial charges in e from the Mulliken method, atoms 1 to 4: -0.189 -0.019 -0.157 -0.072

=====

This record from the OMol25 dataset describes a structure of composition C15H32N4O6S2Sr. The level of theory is ωB97M-V/def2-TZVPD.

Frontier orbital gap (eV): 6.01
Relative energy (zero: lowest compared OMol25 entry of this formula, charge and spin) (kcal per mole): 11.7
Total charge: -2
M (g mol⁻¹): 516.2
HOMO level (eV): -1.183
DFT total energy (Eh): -2088.52834

Cartesian coordinates (Å):
Sr: 0.8573 -0.8899 -0.4223
O: -1.0565 0.7168 -1.6169
C: -1.4707 0.1924 -2.8713
C: -0.2812 -0.0110 -3.7977
N: 0.7110 -0.8797 -3.1726
C: 0.5957 -2.2661 -3.6223
C: 1.4854 -3.2344 -2.8011
O: 2.1579 -4.0467 -3.4444
O: 1.4196 -3.0966 -1.5409
C: 2.0801 -0.3842 -3.2741
C: 2.2375 1.0357 -2.7105
O: 3.0266 1.7928 -3.2767
O: 1.5326 1.3007 -1.6774
H: -0.2042 1.1993 -1.7434
H: -2.1909 0.8762 -3.3416
H: -1.9722 -0.7548 -2.6703
H: 0.1673 0.9648 -4.0078
H: -0.6161 -0.4211 -4.7599
H: 0.8665 -2.3552 -4.6835
H: -0.4449 -2.5771 -3.4948
H: 2.4798 -0.4040 -4.2952
H: 2.7027 -1.0447 -2.6611
N: -2.3189 2.1674 0.9212
C: -2.1291 3.5132 1.4248
C: -0.7827 4.1918 1.1113
N: 0.4571 3.5550 1.5003
C: 0.8309 3.5281 2.9002
C: -0.0375 2.7334 3.8911
N: -0.4282 1.4718 3.3053
H: -2.0513 2.0725 -0.0526
H: -1.7427 1.5272 1.4653
H: -2.2923 3.4872 2.5038
H: -2.9071 4.1718 1.0115
H: -0.7993 5.1966 1.5589
H: -0.7318 4.3354 0.0249
H: 0.5715 2.6400 1.0823
H: 0.9077 4.5626 3.2598
H: 1.8387 3.1048 2.9354
H: -0.9378 3.3045 4.1471
H: 0.5487 2.6497 4.8238
H: -0.9608 0.8730 3.9209
H: 0.3715 0.9292 2.9700
C: 0.3689 -4.0283 1.9230
C: 0.5777 -2.5161 1.9516
S: -0.9241 -1.5807 1.7539
C: 1.8325 -2.0111 2.0674
C: 3.0184 -2.9580 2.1802
S: 2.3472 -0.3066 2.0052
H: -0.6899 -4.2442 1.8027
H: 0.7056 -4.5041 2.8503
H: 0.9106 -4.4845 1.0896
H: 2.7490 -3.9413 2.5664
H: 3.7698 -2.5140 2.8332
H: 3.4820 -3.1045 1.1991
C: -3.5691 -1.3985 -0.5629
O: -2.5283 -2.2900 -0.9127
H: -4.2860 -1.8596 0.1267
H: -4.1006 -1.1310 -1.4801
H: -3.1848 -0.4821 -0.1051
H: -1.9691 -2.3738 -0.1080

Atomic partial charges in e from the Mulliken method, atoms 1 to 4: 1.211 -0.096 -0.410 -1.417

=====

This record from the OMol25 dataset describes a cluster of 3 separate species, C7H14 in total. The level of theory is ωB97M-V/def2-TZVPD.

Frontier orbital gap (eV): 9.09
Relative energy (zero: lowest compared OMol25 entry of this formula, charge and spin) (kcal per mole): 117.3
Total charge: 0
M (g mol⁻¹): 98.2
HOMO level (eV): -8.462
DFT total energy (Eh): -274.92934

Cartesian coordinates (Å):
C: -0.6287 -1.1114 1.1239
C: 0.8257 -1.4323 0.7569
C: 1.6894 -0.2341 0.3572
C: 1.1623 0.5447 -0.8610
C: -0.0866 1.3502 -0.5607
C: -1.3802 0.6983 -0.5743
C: -1.5235 -0.7218 -0.0567
H: -0.6525 -0.3075 1.8733
H: -1.0592 -1.9977 1.6062
H: 0.8269 -2.1652 -0.0643
H: 1.3026 -1.9318 1.6103
H: 1.7803 0.4537 1.2100
H: 2.7034 -0.5938 0.1384
H: 1.9366 1.2479 -1.1941
H: 0.9895 -0.1481 -1.6953
H: 0.1232 2.1165 0.1763
H: -1.0636 2.5609 -0.9258
H: -1.8105 2.2033 -0.4115
H: -2.0581 0.8686 -1.4022
H: -2.5767 -0.8426 0.2318
H: -1.3722 -1.4310 -0.8890

Atomic partial charges in e from the Mulliken method, atoms 1 to 4: -0.685 -0.607 -0.574 -0.820

=====

This record from the OMol25 dataset describes a structure of composition C12H26BCsF4N5O4. The level of theory is ωB97M-V/def2-TZVPD.

Frontier orbital gap (eV): 7.69
Relative energy (zero: lowest compared OMol25 entry of this formula, charge and spin) (kcal per mole): 0.7
Total charge: -1
M (g mol⁻¹): 524.1
HOMO level (eV): -5.570
DFT total energy (Eh): -1492.39815

Cartesian coordinates (Å):
Cs: -0.4887 0.0682 1.3312
C: -0.8114 3.6914 3.1473
O: -0.7182 2.3755 3.6716
C: 0.2198 2.2862 4.7183
C: 0.2190 0.8712 5.2554
O: 0.6624 -0.0834 4.3174
C: 2.0791 -0.1745 4.2245
H: -1.1118 4.3966 3.9325
H: -1.5549 3.6905 2.3576
H: 0.1451 4.0132 2.7236
H: -0.0496 2.9774 5.5312
H: 1.2173 2.5729 4.3590
H: -0.8051 0.6019 5.5218
H: 0.8328 0.8300 6.1653
H: 2.5042 -0.4501 5.1968
H: 2.5189 0.7780 3.9081
H: 2.3261 -0.9393 3.4884
N: 0.9928 -4.2489 0.0120
C: 2.2115 -4.1246 0.8214
C: 2.3630 -2.7434 1.4879
O: 3.2671 -2.6375 2.3324
O: 1.5410 -1.8462 1.1305
H: 1.2181 -4.5200 -0.9357
H: 0.6071 -3.3093 -0.0309
H: 3.1213 -4.2800 0.2348
H: 2.2249 -4.8689 1.6198
C: 0.2137 0.5166 -2.4353
N: -0.7658 -0.4543 -1.9152
C: -0.3888 -1.7798 -2.4097
N: -0.3592 -1.8413 -3.8769
C: 0.5988 -0.8347 -4.3483
N: 0.2588 0.5148 -3.9023
C: -1.0866 0.8404 -4.3889
N: -2.0938 -0.1229 -3.9267
C: -2.0870 -0.1070 -2.4575
C: -1.6864 -1.4561 -4.3704
H: 1.2031 0.2553 -2.0516
H: -0.0521 1.5127 -2.0884
H: -1.1056 -2.5172 -2.0395
H: 0.6018 -2.0328 -2.0236
H: 0.6190 -0.8551 -5.4413
H: 1.5917 -1.0930 -3.9739
H: -1.0761 0.8420 -5.4820
H: -1.3605 1.8323 -4.0275
H: -2.8195 -0.8328 -2.0956
H: -2.3606 0.8890 -2.1058
H: -1.6721 -1.4785 -5.4632
H: -2.4179 -2.1866 -4.0164
F: -2.5200 2.1021 0.2328
B: -1.7043 3.1101 -0.3435
F: -0.3565 2.8071 -0.0142
F: -2.0486 4.3565 0.1808
F: -1.8571 3.0862 -1.7381

Atomic partial charges in e from the Mulliken method, atoms 1 to 4: 1.229 -0.702 -0.236 -0.356

=====

This record from the OMol25 dataset describes a cluster of 2 separate species, C14H30NO4PS3 in total in a non-equilibrium geometry. The level of theory is ωB97M-V/def2-TZVPD.

Frontier orbital gap (eV): 7.34
Total charge: 0
M (g mol⁻¹): 403.6
HOMO level (eV): -7.945
DFT total energy (Eh): -2442.93025

Cartesian coordinates (Å):
C: 1.0094 3.6505 3.1387
C: 1.0989 4.3289 1.7183
C: 1.1260 3.2175 0.6092
C: -0.3123 2.6490 0.4424
N: -0.4608 1.3468 -0.1855
C: -1.2422 0.3281 0.5012
C: -0.6192 -1.0758 0.7154
C: 0.3536 -1.1720 1.9348
C: 1.0089 -2.6074 1.9892
P: 2.2235 -2.9964 0.6219
C: 0.5049 0.9452 -1.1216
S: 2.0119 0.3315 -0.8423
S: 0.0261 1.1461 -2.9062
C: 0.9739 2.6122 -3.5341
C: 2.5091 2.2847 -3.6955
C: 3.3706 3.0320 -2.6374
H: 2.0003 3.6031 3.6069
H: 0.2468 4.1498 3.7508
H: 0.6873 2.6045 2.9647
H: 2.0880 4.8177 1.6749
H: 0.3068 5.0696 1.5390
H: 1.3845 3.7427 -0.3294
H: 1.8853 2.4836 0.9112
H: -0.7900 2.6765 1.4391
H: -0.8769 3.4008 -0.1569
H: -2.1883 0.1676 -0.0652
H: -1.5729 0.6833 1.4953
H: -1.4598 -1.7560 0.9595
H: -0.1213 -1.5154 -0.1619
H: 1.1190 -0.3828 1.9163
H: -0.2917 -1.1270 2.8353
H: 0.1823 -3.3405 1.9278
H: 1.5033 -2.7884 2.9574
H: 1.4102 -3.1094 -0.5398
H: 3.0832 -1.8692 0.5130
H: 0.5928 2.8505 -4.5393
H: 0.8037 3.5018 -2.9040
H: 2.5889 1.1896 -3.6088
H: 2.8738 2.5791 -4.6945
H: 2.9029 3.0147 -1.6418
H: 4.3505 2.5340 -2.5314
H: 3.5024 4.0851 -2.9420
C: -4.5504 -5.5502 -0.4976
C: -3.5282 -4.6503 -1.1668
O: -2.9082 -3.9412 -0.0903
S: -2.8630 -4.8893 1.2173
O: -1.5739 -5.4974 1.2896
O: -3.4371 -4.1753 2.3096
O: -3.9183 -5.9994 0.7048
H: -5.4502 -4.9940 -0.2249
H: -4.8237 -6.3995 -1.1195
H: -3.9813 -3.9548 -1.8691
H: -2.7594 -5.2350 -1.6779

Atomic partial charges in e from the Mulliken method, atoms 1 to 4: -0.860 -0.812 0.003 -0.826

=====

This record from the OMol25 dataset describes the molecule C5H6O3 in a non-equilibrium geometry. The level of theory is ωB97M-V/def2-TZVPD.

Frontier orbital gap (eV): 9.20
Relative energy (zero: lowest compared OMol25 entry of this formula, charge and spin) (kcal per mole): 91.9
Total charge: 0
M (g mol⁻¹): 114.1
HOMO level (eV): -8.259
DFT total energy (Eh): -419.69292

Cartesian coordinates (Å):
C: -0.5690 1.3149 1.0963
C: -1.2551 -0.7130 0.7948
C: -0.1728 0.0805 0.1336
C: 1.6095 -0.6751 -0.8691
C: 0.8146 -0.2057 -1.8603
H: -0.5156 2.4629 0.6128
H: 0.3869 1.4107 1.7696
H: -1.9927 -1.1152 0.1545
H: -0.8281 -1.5747 1.4681
H: 2.5287 -1.0800 -0.8709
H: 1.0241 -0.2851 -2.9108
O: -1.7561 0.5613 1.3290
O: 1.0731 -0.4350 0.3825
O: -0.3474 0.2534 -1.2301

Atomic partial charges in e from the Mulliken method, atoms 1 to 4: -0.578 -0.638 1.255 -0.324